# C23H17BrIN5O6S2Ti

A structure of composition C23H17BrIN5O6S2Ti (ωB97M-V with the def2-TZVPD basis set, the Open Molecules 2025 dataset).

```
56
Properties=species:S:1:pos:R:3:mulliken_charge:R:1
Ti 0.36170 0.65147 -0.19373 0.156
I -1.75542 3.01757 0.88585 0.137
C -0.45609 3.20076 2.50040 0.032
C -0.93893 3.82398 3.62092 -0.622
C -0.07827 4.13087 4.69340 -0.572
C 1.25223 3.85840 4.57239 -0.771
C 1.76986 3.22277 3.41610 1.180
C 3.16739 3.02372 3.29899 -0.911
C 3.66165 2.44027 2.17014 -1.001
C 2.78647 1.95511 1.18004 -0.414
C 1.41220 2.03410 1.24828 0.190
C 0.90868 2.79302 2.36467 0.791
H -1.98127 4.11020 3.66999 0.347
H -0.47219 4.61081 5.58162 0.352
H 1.94884 4.13041 5.35952 0.290
H 3.81467 3.35794 4.10353 0.263
H 4.73132 2.30691 2.04406 0.354
H 3.23582 1.45594 0.33156 0.262
O -1.30824 -0.35079 -2.15481 -0.109
S -2.75367 -0.61958 -1.30345 0.110
O -2.41696 -0.24988 0.09200 -0.471
O -0.69765 0.88095 -1.75845 -0.471
C -2.73565 -2.30985 -1.54065 0.837
C -3.80648 -2.79233 -2.32332 -0.628
C -3.94876 -4.10613 -2.67522 -0.649
C -2.95937 -5.04255 -2.24588 -0.643
C -1.89831 -4.60208 -1.49480 -0.945
C -1.72909 -3.26058 -1.11219 -0.094
S -0.35807 -2.97504 -0.08756 1.561
O -0.68439 -3.34826 1.29897 -0.977
O 0.69002 -3.86991 -0.61473 -1.072
O 0.06129 -1.55934 -0.15218 0.518
H -4.54375 -2.06539 -2.65157 0.327
H -4.79577 -4.42206 -3.27178 0.341
H -3.03251 -6.08930 -2.51537 0.349
H -1.14473 -5.31343 -1.18221 0.343
N 2.89654 -3.15370 0.76372 -0.079
C 3.13746 -3.20220 2.12108 -0.317
C 3.35783 -1.92082 2.52260 -0.669
N 3.21864 -1.05763 1.46139 -0.207
C 2.91668 -1.82432 0.44392 0.411
C 2.62972 -1.35087 -0.90906 -0.340
N 2.15431 -0.16641 -1.23156 0.380
C 2.01858 -0.16155 -2.60809 -0.376
C 2.38466 -1.37250 -3.09390 -0.829
N 2.81632 -2.12159 -2.00979 -0.055
H 2.19538 -3.75668 0.31145 0.389
H 3.11199 -4.13127 2.66368 0.436
H 3.59963 -1.55668 3.50703 0.427
H 1.63503 0.72140 -3.09282 0.387
H 2.39200 -1.76657 -4.09384 0.422
H 2.77475 -3.12704 -1.96856 0.359
Br 1.22100 3.11896 -1.69844 -0.697
N -0.59791 -1.10294 2.63287 -0.194
C -0.43547 -0.11805 2.03376 -0.349
H -0.73157 -2.10787 2.39994 0.513
```

- Spin multiplicity: 3
- ΔE to the lowest compared entry with this formula, charge and spin: 130.0 kcal/mol
- Charge: -2
- Strongest force on any atom: 1.0 eV/A


# C23H17Cl3HgN6O2S2

A structure of composition C23H17Cl3HgN6O2S2 (ωB97M-V with the def2-TZVPD basis set, the Open Molecules 2025 dataset).

```
54
Properties=species:S:1:pos:R:3:mulliken_charge:R:1
Hg 0.17576 0.14266 0.24812 1.405
C -1.18176 -5.66719 -1.19407 -0.471
C -2.29436 -4.98635 -1.67980 -0.622
C -2.33825 -3.60581 -1.64323 -0.262
C -1.26288 -2.89363 -1.10700 0.265
C -0.14784 -3.57185 -0.63350 -0.230
C -0.10788 -4.96203 -0.67474 -0.526
N -1.24640 -1.46190 -1.04615 0.110
N -2.20538 -0.91560 -1.52973 -0.231
C -2.20678 0.51818 -1.51897 0.560
C -3.24247 1.08292 -2.25659 -0.408
C -3.35934 2.45958 -2.34684 -0.483
C -2.42944 3.25940 -1.69875 -0.509
C -1.39898 2.68142 -0.96219 -0.291
C -1.27469 1.30375 -0.84120 -0.503
H -1.15685 -6.75228 -1.21373 0.379
H -3.13226 -5.54123 -2.08980 0.360
H -3.19148 -3.05692 -2.02121 0.420
H 0.67860 -3.01272 -0.22032 0.266
H 0.74518 -5.48004 -0.26484 0.374
H -3.93456 0.42085 -2.76736 0.401
H -4.16142 2.90652 -2.91872 0.344
H -2.50476 4.33966 -1.76376 0.362
H -0.68279 3.33224 -0.47610 0.380
N -4.87717 -5.06873 4.84196 -0.583
C -3.58470 -4.62105 4.54488 1.125
C -2.67844 -4.34347 5.56746 -0.689
C -1.38400 -3.94372 5.27070 -0.321
C -0.98668 -3.82377 3.94936 -0.305
C -1.88108 -4.10286 2.91737 -0.265
C -3.17038 -4.49953 3.21480 -0.790
S 0.66752 -3.34525 3.53904 1.083
O 1.35449 -3.12468 4.78975 -0.682
O 1.18510 -4.34945 2.65168 -0.688
N 0.48654 -2.00306 2.67916 -0.259
C 0.20394 -0.81469 3.24503 0.462
S -0.08272 -0.43283 4.94977 -0.073
C -0.40063 1.22450 4.55300 -0.292
C -0.25581 1.41252 3.23559 -0.763
N 0.07343 0.28974 2.49929 -0.430
H -5.21746 -4.83135 5.75568 0.221
H -5.55821 -4.92699 4.11768 0.222
H -2.99636 -4.44249 6.60143 0.261
H -0.67331 -3.71379 6.05582 0.513
H -1.55439 -3.99923 1.88810 0.259
H -3.87113 -4.72051 2.41348 0.291
H -0.64669 1.95086 5.31608 0.366
H -0.37367 2.35102 2.71402 0.381
Cl 5.82752 -1.16899 -0.49852 -0.141
C 4.75952 0.02161 -1.17515 0.119
Cl 5.36807 1.65689 -1.14403 -0.156
Cl 4.76265 -0.52412 -3.56409 -0.502
C 3.42020 -0.08572 -0.77342 0.171
N 2.28922 -0.17550 -0.55434 -0.623
```

- Spin multiplicity: 2
- ΔE to the lowest compared entry with this formula, charge and spin: 8.6 kcal/mol
- Charge: -1
- Strongest force on any atom: 2.3 eV/A


# C23H17ClF10IrN5S

A structure of composition C23H17ClF10IrN5S (ωB97M-V with the def2-TZVPD basis set, the Open Molecules 2025 dataset).

```
58
Properties=species:S:1:pos:R:3:mulliken_charge:R:1
Ir -1.20537 0.30715 0.02553 0.415
C -3.44203 1.63674 -1.58520 -1.171
N -3.00883 1.31023 -0.21214 0.379
C -2.69668 2.54953 0.54137 -1.179
C -1.43558 3.22828 0.02646 -0.436
N -0.41714 2.21104 -0.25138 0.116
C 0.85481 2.62645 -0.58334 -0.880
C 1.66713 1.87482 -1.45626 0.364
F 1.15138 0.83689 -2.12610 -0.425
C 2.99226 2.16212 -1.71101 0.165
F 3.69485 1.35854 -2.52366 -0.401
C 3.59526 3.27672 -1.16169 0.681
F 4.87654 3.55894 -1.40475 -0.320
C 2.82158 4.09040 -0.35967 0.174
F 3.35916 5.17873 0.19452 -0.315
C 1.50169 3.77284 -0.08660 0.699
F 0.87623 4.60399 0.77156 -0.349
C -4.04807 0.49777 0.49666 -0.930
C -3.76122 -0.97155 0.24426 -0.530
N -2.40580 -1.20744 0.73832 -0.078
C -1.93643 -2.51237 0.75957 -0.680
C -0.95455 -2.84073 1.70844 0.270
F -0.55375 -1.90833 2.58671 -0.441
C -0.38167 -4.09129 1.80530 0.282
F 0.55605 -4.33146 2.72556 -0.337
C -0.80001 -5.11002 0.96627 0.661
F -0.25686 -6.32694 1.05273 -0.315
C -1.78813 -4.84298 0.04024 0.128
F -2.20016 -5.80897 -0.78382 -0.311
C -2.33230 -3.57232 -0.06448 0.718
F -3.26067 -3.39523 -1.01807 -0.353
H -4.29376 2.32142 -1.54154 0.326
H -3.72436 0.72539 -2.10046 0.403
H -2.61768 2.09130 -2.12783 0.269
H -2.53516 2.24396 1.57978 0.453
H -3.55573 3.22910 0.52460 0.400
H -1.13778 3.93165 0.80384 0.420
H -1.65331 3.82889 -0.86655 0.392
H -5.04488 0.80287 0.16919 0.422
H -3.94675 0.69776 1.56331 0.321
H -3.87680 -1.18772 -0.82211 0.369
H -4.49044 -1.58476 0.78299 0.539
Cl -1.41063 -0.68617 -2.01536 -0.440
N 5.39220 -1.40004 -0.68189 -0.308
C 4.87154 -1.22927 0.54443 -0.300
S 5.75692 -1.24300 1.92436 -0.322
C 3.38897 -1.04286 0.55216 0.800
C 2.56845 -1.73020 -0.33353 -1.110
C 1.21397 -1.45947 -0.35216 -0.026
N 0.66676 -0.52763 0.43325 0.755
C 1.44655 0.09045 1.33509 -0.613
C 2.79615 -0.15379 1.44117 -0.735
H 6.39275 -1.47827 -0.76115 0.232
H 4.86659 -1.15237 -1.50471 0.223
H 2.96543 -2.47576 -1.00840 0.593
H 0.54262 -1.95550 -1.03980 0.383
H 0.95946 0.81613 1.97327 0.473
H 3.39726 0.36639 2.17275 0.482
```

- ΔE to the lowest compared entry with this formula, charge and spin: 0.0 kcal/mol
- Strongest force on any atom: 0.6 eV/A


# C23H17ClF4NO

A cluster of 2 separate species, C23H17ClF4NO in total (ωB97M-V with the def2-TZVPD basis set, the Open Molecules 2025 dataset).

```
47
Properties=species:S:1:pos:R:3:mulliken_charge:R:1
C -2.81128 -2.95517 -2.94340 -1.067
C -1.88999 -1.76616 -2.78271 0.662
N -2.12831 -0.99474 -1.65902 -0.148
C -1.43273 0.15926 -1.29477 0.775
C -2.13130 1.10134 -0.37925 1.110
C -1.50188 2.26916 0.09899 -0.202
C -2.16186 3.16606 0.94340 -1.060
C -3.48372 2.90373 1.33103 0.423
Cl -4.30679 3.99325 2.36071 -0.196
C -4.13211 1.74713 0.87435 -1.008
C -3.46095 0.86700 0.01758 -0.359
C -0.17359 0.38199 -1.76465 -1.548
O -1.02057 -1.51872 -3.60681 -0.600
H -3.34997 -3.22047 -2.03087 0.292
H -3.52715 -2.74569 -3.74569 0.268
H -2.20335 -3.80313 -3.26696 0.346
H -2.89150 -1.33573 -1.09396 0.242
H -0.47641 2.48563 -0.19816 0.261
H -1.65861 4.06093 1.30366 0.446
H -5.15659 1.54418 1.17625 0.428
H -4.01464 0.00207 -0.34993 0.290
H 0.35918 1.27892 -1.46926 0.264
H 0.28212 -0.30861 -2.46316 0.421
F 5.26124 1.28204 -1.62138 -0.286
C 4.63085 0.10236 -1.28242 0.206
C 5.08022 -1.06869 -1.88904 -0.589
C 4.41362 -2.24160 -1.52544 0.262
F 4.81702 -3.42625 -2.09998 -0.283
C 3.37261 -2.26659 -0.62275 -0.875
C 2.91905 -1.05594 -0.00346 1.183
C 1.84152 -1.19497 0.90274 -0.405
C 1.21498 -0.26970 1.77221 1.326
C 0.14207 -0.78893 2.56562 -0.971
C -0.54809 0.02907 3.43277 0.323
F -1.57702 -0.50945 4.17081 -0.315
C -0.25411 1.38429 3.59687 -0.495
C 0.79265 1.87661 2.82214 0.258
F 1.08248 3.22191 2.92527 -0.348
C 1.54761 1.10661 1.94812 -0.664
C 3.58441 0.15344 -0.36967 -0.575
H 5.89548 -1.07290 -2.60328 0.510
H 2.87106 -3.19697 -0.36097 0.474
H 1.45649 -2.21600 0.98556 0.263
H -0.10614 -1.84509 2.46912 0.492
H -0.81397 2.01397 4.27910 0.536
H 2.37467 1.56129 1.41560 0.422
H 3.27329 1.10922 0.03508 0.511
```

- DFT total energy: -1876.00438 hartree
- Charge: +1
- Strongest force on any atom: 1.9 eV/A


# C23H17ClN4O4S

The molecule C23H17ClN4O4S (ωB97M-V with the def2-TZVPD basis set, the Open Molecules 2025 dataset).

```
50
Properties=species:S:1:pos:R:3:mulliken_charge:R:1
O -3.10141 0.23013 2.20326 -0.752
C -2.24166 1.07752 2.39296 0.451
C -2.36403 2.05679 3.48646 -0.379
C -1.35147 2.69463 4.08415 -0.124
C -1.46122 3.62135 5.19936 0.916
C -2.68499 4.05192 5.72434 -0.545
C -2.73598 4.93614 6.78672 -0.653
C -1.57004 5.41670 7.35659 -0.506
C -0.35244 4.99549 6.83736 -0.186
N 0.87715 5.48984 7.41805 1.019
O 1.91846 5.10119 6.93685 -0.609
O 0.78587 6.25984 8.34783 -0.613
C -0.28780 4.11176 5.77257 -0.435
N -1.12184 1.19027 1.61557 -0.128
C -0.71345 0.39436 0.54519 0.374
S 0.72957 0.82615 -0.13288 -0.484
N -1.53633 -0.60554 0.21845 -0.079
C -1.45783 -1.59283 -0.76261 0.891
C -2.51018 -2.51030 -0.80614 -0.782
C -2.50294 -3.51942 -1.74748 -0.793
C -1.46532 -3.64243 -2.65589 -0.625
C -0.41669 -2.72944 -2.61613 0.100
N 0.67086 -2.78015 -3.48969 -0.123
C 0.92660 -3.67508 -4.48902 0.508
O 0.21472 -4.60369 -4.79358 -0.605
C 2.23441 -3.39191 -5.16957 0.140
C 3.39985 -3.27112 -4.41791 -0.351
C 4.62120 -3.07123 -5.03433 -0.711
C 4.69036 -2.98212 -6.41529 -0.397
C 3.54254 -3.09476 -7.17852 -0.545
C 2.32029 -3.30552 -6.55750 0.382
Cl 0.89481 -3.41998 -7.51961 -0.207
C -0.41578 -1.70597 -1.67091 -0.223
H -3.38105 2.15935 3.83548 0.317
H -0.33221 2.51607 3.76280 0.294
H -3.60728 3.69512 5.29486 0.315
H -3.69126 5.25373 7.17467 0.404
H -1.58377 6.10586 8.18658 0.480
H 0.68203 3.81231 5.40256 0.465
H -0.47396 1.94492 1.80459 0.229
H -2.37697 -0.65497 0.80692 0.251
H -3.32333 -2.42281 -0.10071 0.415
H -3.31825 -4.22579 -1.77737 0.353
H -1.46330 -4.43185 -3.38738 0.537
H 1.34624 -2.03795 -3.36117 0.229
H 3.34703 -3.35908 -3.34202 0.474
H 5.51699 -2.98624 -4.43862 0.391
H 5.64124 -2.82548 -6.90123 0.372
H 3.58493 -3.02316 -8.25362 0.427
H 0.40053 -1.00348 -1.64992 0.121
```

- DFT total energy: -2264.99490 hartree
- Structure (SMILES): O=C(/C=C/c1cccc([N+](=O)[O-])c1)NC(=S)Nc1cccc(NC(=O)c2ccccc2Cl)c1
- Strongest force on any atom: 1.2 eV/A